The following is a quantum chemistry calculation of a cluster of 9 separate species, C35H53FN2O30S in total in a non-equilibrium geometry, from OMol25.

```
122
C35H53FN2O30S the ωB97M-V functional and the def2-TZVPD basis
O 2.280 6.332 3.408
N 1.387 7.048 3.489
O 1.138 7.743 2.199
C 0.902 6.925 1.157
C 1.283 7.229 -0.089
C 2.046 8.451 -0.422
C 1.569 9.329 -1.391
C 2.288 10.469 -1.730
C 3.491 10.678 -1.059
C 3.866 9.758 -0.085
N 3.186 8.667 0.250
C 0.910 6.313 -1.194
O 0.810 6.639 -2.342
C 0.677 4.881 -0.825
C 0.287 4.602 0.410
S -0.025 2.909 0.817
O -0.226 2.731 2.204
O -0.972 2.381 -0.098
F 1.351 2.315 0.397
C 0.129 5.681 1.421
O -0.575 5.539 2.379
H 0.628 9.121 -1.877
H 1.937 11.146 -2.492
H 4.110 11.532 -1.281
H 4.788 9.936 0.455
H 0.819 4.125 -1.583
C -4.424 9.179 -3.287
O -4.557 8.292 -2.172
C -3.438 8.115 -1.478
O -2.371 8.624 -1.709
O -3.693 7.271 -0.476
C -2.555 7.011 0.340
H -5.401 9.228 -3.756
H -4.131 10.172 -2.953
H -3.698 8.793 -3.999
H -2.196 7.926 0.808
H -1.765 6.554 -0.254
H -2.870 6.316 1.113
C 2.325 -4.198 2.301
O 1.410 -3.434 1.511
C 1.051 -2.273 2.045
O 1.433 -1.826 3.097
O 0.188 -1.689 1.214
C -0.300 -0.417 1.658
H 2.521 -5.108 1.743
H 3.255 -3.651 2.446
H 1.883 -4.452 3.264
H 0.522 0.281 1.766
H -0.833 -0.517 2.601
H -0.986 -0.059 0.898
C 0.574 5.540 6.035
O 1.087 4.886 7.199
C 0.526 5.281 8.340
O -0.339 6.109 8.453
O 1.089 4.599 9.337
C 0.578 4.923 10.631
H 1.107 5.122 5.193
H -0.490 5.338 5.919
H 0.749 6.612 6.088
H -0.486 4.700 10.691
H 0.753 5.972 10.862
H 1.119 4.302 11.338
C 2.870 8.517 -8.710
O 3.448 7.818 -7.607
C 2.925 8.134 -6.423
O 2.044 8.932 -6.234
O 3.546 7.420 -5.489
C 3.071 7.662 -4.159
H 3.384 8.166 -9.600
H 1.808 8.294 -8.793
H 3.019 9.590 -8.605
H 2.024 7.402 -4.075
H 3.227 8.703 -3.885
H 3.656 7.027 -3.498
C -1.776 -3.383 -0.798
O -2.615 -4.544 -0.758
C -1.964 -5.684 -0.536
O -0.778 -5.804 -0.378
O -2.858 -6.674 -0.519
C -2.296 -7.966 -0.287
H -2.430 -2.536 -0.986
H -1.268 -3.240 0.149
H -1.051 -3.462 -1.606
H -1.807 -8.006 0.684
H -1.591 -8.226 -1.075
H -3.115 -8.680 -0.298
C -3.193 -14.551 -1.718
O -3.477 -13.834 -2.921
C -3.451 -12.509 -2.788
O -3.213 -11.906 -1.775
O -3.734 -11.968 -3.972
C -3.743 -10.537 -3.979
H -3.248 -15.606 -1.970
H -2.194 -14.316 -1.357
H -3.931 -14.323 -0.952
H -2.764 -10.145 -3.713
H -4.501 -10.155 -3.298
H -3.986 -10.230 -4.992
C 1.073 -7.020 8.065
O 0.763 -6.277 6.886
C 0.771 -4.953 7.057
O 1.011 -4.380 8.087
O 0.469 -4.383 5.894
C 0.443 -2.950 5.922
H 1.031 -8.069 7.786
H 2.073 -6.779 8.420
H 0.342 -6.824 8.847
H 1.421 -2.554 6.186
H -0.311 -2.594 6.621
H 0.191 -2.623 4.921
C 1.598 -10.591 -8.241
O 1.518 -11.484 -7.128
C 0.420 -11.338 -6.388
O -0.463 -10.545 -6.586
O 0.468 -12.220 -5.392
C -0.664 -12.166 -4.521
H 2.531 -10.818 -8.749
H 0.765 -10.753 -8.923
H 1.611 -9.557 -7.904
H -1.578 -12.391 -5.062
H -0.732 -11.190 -4.045
H -0.510 -12.922 -3.755
```

Properties
* M: 1032.86 u
* gap between HOMO and LUMO: 7.48 eV
* maximum force: 0.02942 hartree/bohr